# 1
The following is a DFT calculation (the ωB97M-V functional and the def2-TZVPD basis) of a molecular structure, C40H118Br3N21O12P6 at a distorted geometry.

CARTESIAN COORDINATES (ANGSTROEM)
C (-4.910, 0.504, 2.430)
N (-6.142, 0.570, 1.581)
O (-7.134, -0.031, 1.929)
O (-6.045, 1.302, 0.616)
H (-4.125, 0.893, 1.791)
H (-4.706, -0.560, 2.534)
H (-4.984, 1.023, 3.379)
C (-2.691, 2.197, -6.909)
N (-3.663, 2.328, -5.813)
O (-4.606, 3.059, -6.039)
O (-3.415, 1.817, -4.750)
H (-2.835, 3.083, -7.519)
H (-2.881, 1.365, -7.587)
H (-1.693, 2.064, -6.505)
C (-5.428, -3.380, -0.910)
N (-4.693, -4.405, -0.130)
O (-3.476, -4.376, -0.135)
O (-5.351, -5.287, 0.394)
H (-6.383, -3.195, -0.429)
H (-5.667, -3.881, -1.848)
H (-4.749, -2.540, -0.997)
O (3.297, 8.349, -2.928)
P (3.641, 7.689, -1.635)
N (4.754, 8.543, -0.805)
C (5.039, 8.311, 0.593)
C (5.591, 9.525, -1.520)
N (4.217, 6.099, -1.881)
C (4.540, 5.733, -3.273)
C (4.677, 5.145, -0.874)
N (2.374, 7.390, -0.561)
C (1.763, 8.569, 0.022)
C (1.657, 6.119, -0.442)
H (6.062, 7.958, 0.783)
H (4.423, 7.564, 1.088)
H (5.004, 9.252, 1.152)
H (6.000, 9.068, -2.421)
H (6.473, 9.812, -0.950)
H (4.939, 10.359, -1.765)
H (3.619, 5.562, -3.829)
H (5.092, 6.555, -3.732)
H (5.209, 4.877, -3.354)
H (5.767, 5.069, -0.888)
H (4.353, 5.537, 0.089)
H (4.248, 4.154, -1.037)
H (1.254, 9.151, -0.760)
H (1.128, 8.449, 0.897)
H (2.505, 9.331, 0.297)
H (1.659, 5.664, -1.433)
H (0.730, 6.281, 0.094)
H (2.290, 5.487, 0.194)
O (8.043, -3.041, -0.583)
P (6.743, -2.700, -1.178)
N (6.175, -3.865, -2.172)
C (6.663, -5.266, -2.008)
C (5.130, -3.737, -3.169)
N (6.854, -1.337, -2.159)
C (7.693, -1.414, -3.357)
C (6.608, -0.008, -1.616)
N (5.486, -2.375, -0.026)
C (4.136, -2.070, -0.431)
C (5.925, -1.919, 1.279)
H (6.743, -5.421, -0.932)
H (7.682, -5.331, -2.386)
H (5.998, -5.997, -2.455)
H (4.822, -2.692, -3.210)
H (4.331, -4.463, -3.019)
H (5.528, -3.868, -4.186)
H (8.644, -1.826, -3.011)
H (7.215, -2.069, -4.090)
H (7.772, -0.441, -3.838)
H (5.896, 0.010, -0.790)
H (7.520, 0.433, -1.202)
H (6.154, 0.620, -2.384)
H (3.918, -2.415, -1.431)
H (3.410, -2.501, 0.265)
H (4.080, -0.970, -0.441)
H (5.952, -0.820, 1.327)
H (6.915, -2.321, 1.473)
H (5.208, -2.258, 2.031)
O (0.217, -3.039, 5.597)
P (-1.235, -2.798, 5.830)
N (-2.072, -4.174, 6.334)
C (-2.078, -5.225, 5.337)
C (-1.951, -4.641, 7.716)
N (-2.031, -2.239, 4.476)
C (-1.256, -1.425, 3.518)
C (-3.488, -2.183, 4.372)
N (-1.591, -1.751, 7.087)
C (-2.941, -1.449, 7.553)
C (-0.523, -1.071, 7.798)
H (-2.847, -6.005, 5.421)
H (-1.169, -5.836, 5.284)
H (-2.312, -4.810, 4.356)
H (-2.089, -3.823, 8.415)
H (-0.934, -5.047, 7.813)
H (-2.604, -5.501, 7.859)
H (-1.963, -1.073, 2.771)
H (-0.721, -0.609, 4.000)
H (-0.561, -2.047, 2.966)
H (-3.960, -2.684, 5.212)
H (-3.798, -1.138, 4.478)
H (-3.724, -2.553, 3.374)
H (-3.450, -0.711, 6.925)
H (-3.563, -2.344, 7.549)
H (-2.898, -1.006, 8.547)
H (0.381, -0.972, 7.201)
H (-0.254, -1.626, 8.710)
H (-0.770, -0.102, 8.239)
O (-3.410, 3.328, 4.242)
P (-2.353, 4.336, 4.055)
N (-0.856, 3.742, 4.538)
C (0.354, 4.532, 4.810)
C (-0.686, 2.302, 4.710)
N (-2.608, 5.730, 4.962)
C (-3.426, 6.857, 4.516)
C (-2.314, 5.743, 6.382)
N (-2.085, 4.812, 2.484)
C (-1.241, 5.955, 2.201)
C (-2.017, 3.751, 1.486)
H (0.942, 3.994, 5.552)
H (0.128, 5.473, 5.316)
H (0.852, 4.724, 3.861)
H (-1.617, 1.744, 4.704)
H (-0.099, 2.079, 5.606)
H (-0.080, 1.906, 3.884)
H (-4.467, 6.676, 4.788)
H (-3.079, 7.765, 5.017)
H (-3.207, 7.052, 3.466)
H (-3.043, 5.211, 7.007)
H (-1.422, 5.137, 6.567)
H (-2.172, 6.757, 6.748)
H (-0.264, 5.657, 1.811)
H (-1.673, 6.659, 1.481)
H (-1.091, 6.515, 3.125)
H (-3.002, 3.312, 1.303)
H (-1.415, 2.905, 1.834)
H (-1.691, 4.259, 0.581)
O (-1.155, 0.357, 1.074)
P (-0.619, 0.150, -0.289)
N (-1.822, 0.219, -1.464)
C (-3.190, 0.517, -1.038)
C (-1.657, -0.299, -2.823)
N (0.189, -1.315, -0.575)
C (0.955, -1.677, -1.755)
C (0.231, -2.304, 0.502)
N (0.615, 1.211, -0.736)
C (1.853, 1.369, 0.045)
C (0.321, 2.379, -1.562)
H (-3.741, -0.402, -0.818)
H (-3.759, 1.003, -1.832)
H (-3.135, 1.197, -0.193)
H (-1.740, -1.390, -2.776)
H (-0.641, -0.117, -3.168)
H (-2.442, 0.051, -3.487)
H (0.281, -2.161, -2.465)
H (1.329, -0.761, -2.226)
H (1.843, -2.271, -1.563)
H (-0.797, -2.530, 0.804)
H (0.637, -3.221, 0.085)
H (0.789, -1.958, 1.375)
H (1.978, 0.499, 0.684)
H (2.689, 1.569, -0.624)
H (1.644, 2.285, 0.613)
H (1.239, 2.888, -1.857)
H (-0.282, 3.083, -0.972)
H (-0.246, 2.125, -2.456)
O (-4.019, -5.114, -7.012)
P (-3.134, -5.500, -5.882)
N (-1.710, -6.165, -6.458)
C (-1.477, -6.056, -7.888)
C (-0.534, -6.523, -5.684)
N (-3.700, -6.486, -4.671)
C (-4.911, -5.904, -4.052)
C (-3.685, -7.940, -4.756)
N (-2.652, -4.093, -5.013)
C (-1.788, -4.141, -3.849)
C (-3.103, -2.779, -5.364)
H (-1.333, -4.999, -8.154)
H (-2.299, -6.395, -8.517)
H (-0.554, -6.523, -8.232)
H (0.116, -5.682, -5.418)
H (0.082, -7.279, -6.169)
H (-0.871, -6.945, -4.733)
H (-5.632, -5.483, -4.757)
H (-5.410, -6.719, -3.531)
H (-4.600, -5.110, -3.371)
H (-2.680, -8.232, -5.057)
H (-3.875, -8.462, -3.816)
H (-4.462, -8.296, -5.440)
H (-2.248, -3.680, -2.967)
H (-1.617, -5.183, -3.588)
H (-0.850, -3.602, -4.015)
H (-2.247, -2.097, -5.286)
H (-3.986, -2.367, -4.860)
H (-3.362, -2.715, -6.427)
C (-1.260, -6.934, 0.064)
Br (-0.980, -8.538, 1.184)
Br (-1.453, -7.457, -1.816)
Br (0.255, -5.757, 0.257)
H (-2.136, -6.461, 0.490)

The LUMO energy comes out at -0.00582 hartree. For the HOMO energy, the calculation gives -8.203 eV.

Here are the Mulliken charges for atoms 1 to 4, given in e:
1. C 0.093
2. N 0.992
3. O -0.615
4. O -0.565

# 2
The following is a DFT calculation (the ωB97M-V functional and the def2-TZVPD basis) of a molecular structure, C28H35AsIN3O7SYb at a distorted geometry.

CARTESIAN COORDINATES (ANGSTROEM)
Yb (0.094, 0.277, -0.043)
C (3.778, 3.003, 1.353)
N (3.203, 2.075, 2.324)
C (3.568, 2.336, 3.705)
C (2.414, 1.089, 1.912)
O (2.147, 0.911, 0.716)
C (1.802, 0.155, 2.960)
O (0.829, -0.672, 2.356)
C (1.027, -2.070, 2.391)
C (1.352, -2.566, 0.982)
O (1.425, -1.739, 0.063)
N (1.508, -3.872, 0.807)
C (1.262, -4.841, 1.866)
C (1.697, -4.411, -0.536)
H (4.867, 2.973, 1.413)
H (3.439, 4.017, 1.571)
H (3.460, 2.723, 0.354)
H (4.641, 2.196, 3.844)
H (3.044, 1.690, 4.402)
H (3.329, 3.372, 3.950)
H (1.293, 0.758, 3.713)
H (2.592, -0.430, 3.435)
H (0.082, -2.520, 2.701)
H (1.803, -2.348, 3.107)
H (1.742, -4.551, 2.799)
H (1.673, -5.799, 1.560)
H (0.191, -4.966, 2.043)
H (1.866, -3.596, -1.233)
H (0.807, -4.963, -0.845)
H (2.555, -5.081, -0.545)
O (-2.148, 1.172, -0.531)
C (-2.675, 2.237, -0.189)
C (-2.347, 2.998, 0.969)
C (-3.069, 4.164, 1.255)
C (-2.791, 4.888, 2.382)
C (-1.765, 4.487, 3.260)
C (-1.044, 3.360, 2.999)
C (-1.300, 2.559, 1.849)
O (-0.626, 1.496, 1.635)
N (-3.569, 6.079, 2.690)
O (-3.277, 6.700, 3.696)
O (-4.460, 6.389, 1.919)
H (-3.491, 2.636, -0.813)
H (-3.860, 4.492, 0.593)
H (-1.571, 5.095, 4.131)
H (-0.257, 3.033, 3.667)
I (-0.230, -0.885, -2.862)
C (-0.089, 1.084, -3.759)
C (-0.267, 1.123, -5.109)
C (-0.245, 2.372, -5.761)
C (-0.079, 3.510, -5.028)
C (0.101, 3.462, -3.625)
C (0.246, 4.654, -2.881)
C (0.456, 4.603, -1.535)
C (0.539, 3.355, -0.882)
C (0.376, 2.139, -1.523)
C (0.132, 2.210, -2.931)
H (-0.430, 0.217, -5.676)
H (-0.373, 2.408, -6.834)
H (-0.087, 4.479, -5.514)
H (0.188, 5.601, -3.405)
H (0.563, 5.515, -0.959)
H (0.745, 3.380, 0.188)
C (-4.659, -2.925, 0.205)
As (-3.620, -1.305, -0.051)
C (-4.159, -0.815, -1.856)
C (-4.386, -0.059, 1.229)
S (-1.657, -1.839, 0.491)
H (-5.727, -2.730, 0.118)
H (-4.440, -3.330, 1.191)
H (-4.363, -3.651, -0.550)
H (-5.100, -0.271, -1.762)
H (-4.322, -1.732, -2.419)
H (-3.423, -0.198, -2.358)
H (-5.190, 0.520, 0.775)
H (-3.613, 0.614, 1.593)
H (-4.777, -0.638, 2.063)

The spin multiplicity is 2. The charge is +1. The LUMO energy (alpha / beta) comes out at -0.09420 / -0.09415 hartree. For the HOMO energy (alpha / beta), the calculation gives -9.874 / -9.874 eV. The energy above the lowest of the compared OMol25 structures with the same formula, charge and spin comes out at 0.0 kJ/mol.

Here are the Mulliken charges for atoms 1 to 4, given in e:
1. Yb 0.551
2. C -1.087
3. N 0.153
4. C -1.016

What is the formula in the second record? C28H35AsIN3O7SYb